Entry 1:
{
  "formula": "C37H45N4O",
  "method": "ωB97M-V with the def2-TZVPD basis set",
  "total_charge": 1,
  "gap_ha": 0.2196,
  "symbols": ["C", "C", "C", "N", "C", "N", "C", "C", "C", "C", "C", "C", "C", "C", "C", "H", "H", "H", "H", "H", "H", "H", "H", "H", "H", "H", "H", "H", "H", "H", "H", "C", "N", "C", "O", "C", "C", "C", "C", "C", "C", "C", "C", "N", "C", "C", "C", "C", "C", "C", "C", "C", "C", "C", "C", "C", "C", "C", "H", "H", "H", "H", "H", "H", "H", "H", "H", "H", "H", "H", "H", "H", "H", "H", "H", "H", "H", "H", "H", "H", "H", "H", "H", "H", "H", "H", "H"],
  "xyz": [[2.251, 0.788, 2.456], [3.356, 1.493, 1.750], [4.222, 0.778, 0.913], [4.004, -0.603, 0.788], [2.757, -1.157, 0.599], [3.009, -2.463, 0.370], [2.042, -3.414, -0.130], [4.362, -2.770, 0.603], [4.988, -1.602, 0.818], [5.280, 1.397, 0.228], [6.165, 0.671, -0.733], [5.476, 2.768, 0.440], [4.654, 3.496, 1.299], [4.909, 4.954, 1.519], [3.596, 2.857, 1.952], [1.698, 1.499, 3.081], [1.558, 0.338, 1.718], [2.619, -0.012, 3.121], [1.117, -2.886, -0.403], [2.447, -3.920, -1.017], [1.811, -4.184, 0.620], [4.750, -3.770, 0.559], [6.016, -1.380, 1.026], [6.722, 1.417, -1.316], [6.918, 0.052, -0.221], [5.609, 0.049, -1.448], [6.294, 3.275, -0.083], [4.177, 5.346, 2.225], [5.916, 5.110, 1.920], [4.841, 5.505, 0.576], [2.967, 3.426, 2.638], [-5.590, -0.778, 1.095], [-4.311, -0.109, 1.051], [-3.939, 0.679, 2.114], [-4.652, 0.962, 3.073], [-2.506, 1.104, 1.883], [-1.560, 0.454, 2.900], [-1.720, -1.052, 2.927], [-2.722, -1.619, 3.725], [-2.930, -2.994, 3.731], [-2.105, -3.824, 2.962], [-1.072, -3.266, 2.197], [-0.859, -1.888, 2.208], [-2.261, 0.662, 0.504], [-1.009, 0.651, 0.001], [-0.605, -0.132, -1.076], [0.448, 0.263, -1.884], [0.606, -0.131, -3.254], [1.293, 0.693, -4.188], [1.321, 0.378, -5.538], [0.688, -0.791, -6.001], [0.039, -1.636, -5.089], [-0.005, -1.321, -3.734], [-3.441, 0.014, -0.117], [-4.137, 0.743, -1.350], [-4.624, 2.126, -0.913], [-5.283, -0.126, -1.865], [-3.186, 0.901, -2.530], [-5.741, -1.180, 2.101], [-6.426, -0.092, 0.891], [-5.604, -1.598, 0.375], [-2.450, 2.204, 1.932], [-0.521, 0.762, 2.703], [-1.855, 0.863, 3.878], [-3.348, -0.961, 4.336], [-3.741, -3.410, 4.333], [-2.279, -4.899, 2.947], [-0.431, -3.899, 1.581], [-0.031, -1.441, 1.643], [-0.310, 1.360, 0.469], [-1.145, -1.066, -1.283], [1.132, 1.026, -1.495], [1.776, 1.601, -3.810], [1.844, 1.030, -6.242], [0.710, -1.041, -7.061], [-0.444, -2.553, -5.437], [-0.516, -1.979, -3.025], [-3.155, -1.001, -0.451], [-3.788, 2.749, -0.570], [-5.083, 2.631, -1.777], [-5.386, 2.066, -0.124], [-4.937, -1.155, -2.043], [-6.152, -0.144, -1.199], [-5.632, 0.269, -2.831], [-2.782, -0.072, -2.847], [-3.751, 1.319, -3.380], [-2.364, 1.589, -2.316]],
  "atomic_forces_ev_per_a": [[-0.9, 0.2, 0.5], [0.6, 0.5, 0.0], [0.2, 0.9, 0.2], [-0.4, -1.9, 0.0], [0.1, 0.1, -1.7], [1.0, 0.2, 0.8], [-0.3, -0.4, 0.1], [-0.4, 0.1, -0.6], [-0.4, 0.3, 0.2], [-0.5, 0.5, 0.4], [0.6, 0.1, -0.4], [-0.2, -0.4, 0.1], [0.0, -0.2, 0.0], [0.1, 0.1, 0.0], [0.2, -0.4, -0.4], [0.1, 0.0, 0.0], [0.4, 0.2, 0.6], [-0.2, 0.1, -0.4], [0.4, -0.1, 0.2], [-0.1, 0.2, 0.2], [0.0, 0.2, -0.1], [0.0, -0.1, 0.0], [0.1, -0.1, 0.1], [-0.1, -0.3, 0.1], [-0.3, 0.1, -0.3], [0.1, 0.0, 0.3], [-0.3, -0.2, 0.2], [0.1, 0.2, -0.1], [-0.2, 0.1, 0.0], [0.0, 0.0, 0.2], [0.1, -0.2, -0.2], [-0.4, -0.2, 0.0], [0.4, 0.8, 0.5], [-1.3, 0.0, 0.2], [1.2, -0.5, -1.1], [-0.1, 1.0, 0.0], [-0.1, 0.0, 0.3], [0.4, -0.2, 0.4], [0.0, 0.1, -0.1], [0.2, -0.1, -0.1], [0.0, 0.3, -0.2], [-0.2, -0.1, 0.2], [-0.3, 0.3, -0.2], [1.9, -0.1, -1.1], [-1.6, 0.4, 1.1], [0.8, -0.8, -0.9], [-0.6, 0.5, 1.0], [0.2, -0.9, -1.2], [-0.2, -0.1, 0.9], [-0.1, -0.4, -0.2], [0.1, 0.3, 0.6], [0.0, -0.1, 0.1], [0.1, 0.5, -0.1], [-0.6, -1.0, -0.1], [0.5, 0.3, 0.6], [-0.2, 0.0, -0.1], [-0.4, -0.1, 0.0], [0.2, 0.1, -0.2], [0.1, 0.1, -0.1], [0.2, -0.2, 0.0], [0.0, 0.1, 0.1], [0.0, -0.3, 0.1], [-0.3, -0.2, 0.1], [0.2, 0.0, -0.2], [0.1, -0.3, -0.2], [0.3, 0.0, -0.2], [0.1, 0.2, 0.0], [-0.2, 0.1, 0.3], [-0.2, -0.3, 0.1], [-0.2, -0.4, -0.1], [-0.2, 0.9, -0.2], [-0.4, 0.1, -0.2], [-0.1, -0.3, -0.2], [-0.2, -0.2, 0.3], [0.0, 0.1, 0.3], [0.2, 0.4, 0.1], [0.2, 0.2, -0.4], [0.0, 0.3, 0.1], [-0.2, -0.1, 0.0], [0.1, -0.1, 0.3], [0.2, 0.0, -0.1], [-0.2, 0.2, 0.1], [0.3, 0.0, -0.2], [0.2, -0.1, 0.3], [0.0, 0.2, 0.0], [0.2, -0.1, 0.3], [0.0, -0.1, 0.0]],
  "mulliken_charge": [-0.97, 1.21, 0.21, 0.69, -0.66, 0.31, -0.87, -1.02, -0.36, 1.31, -1.86, -0.99, 0.67, -1.48, -1.33, 0.43, -0.30, 0.35, 0.13, 0.43, 0.35, 0.51, 0.53, 0.40, 0.34, 0.33, 0.38, 0.34, 0.34, 0.33, 0.27, -1.26, 0.62, -0.18, -0.67, 0.10, -0.95, -0.13, -0.32, -0.74, -0.67, -0.74, 0.96, 0.65, -1.64, 1.03, -0.67, 0.56, -0.45, -0.64, -0.38, -0.78, -0.21, -1.41, 2.02, -1.73, -1.75, -1.90, 0.35, 0.36, 0.45, 0.60, -0.18, 0.75, 0.45, 0.42, 0.41, 0.28, 0.35, 0.63, 0.58, 0.44, 0.40, 0.40, 0.40, 0.39, 0.42, 0.76, 0.31, 0.47, 0.32, 0.39, 0.40, 0.44, 0.34, 0.59, 0.33]
}


Entry 2:
{
  "formula": "C4H5NO2",
  "method": "ωB97M-V with the def2-TZVPD basis set",
  "total_charge": 0,
  "relative_energy_ev": 3.784,
  "gap_ha": 0.3364,
  "symbols": ["O", "C", "C", "C", "N", "C", "O", "H", "H", "H", "H", "H"],
  "xyz": [[0.676, -1.253, -0.947], [1.324, -0.274, -0.566], [0.797, 0.634, 0.413], [-0.622, 1.197, 0.218], [-0.398, 0.095, 1.079], [-0.822, -1.345, 0.032], [-1.751, -1.319, -0.719], [2.328, -0.166, -0.970], [1.519, 1.299, 0.906], [-1.307, 0.981, -0.607], [-0.596, 2.241, 0.534], [-0.483, -2.166, 0.665]],
  "atomic_forces_ev_per_a": [[0.8, 0.2, 0.1], [0.0, -0.2, -0.4], [0.0, 0.0, -0.4], [0.2, 0.0, -0.5], [-0.2, -0.8, -0.6], [-0.9, 0.8, 0.8], [0.4, 0.4, 0.9], [0.2, 0.3, -0.1], [-0.4, -0.4, 0.1], [0.6, 0.1, -0.4], [-0.6, -0.3, 0.6], [0.0, 0.0, 0.0]],
  "mulliken_charge": [-0.41, -0.02, -0.12, -0.32, -0.52, 0.24, -0.50, 0.42, 0.36, 0.26, 0.25, 0.35]
}


Entry 3:
{
  "formula": "C5H8N2O2",
  "method": "ωB97M-V with the def2-TZVPD basis set",
  "total_charge": 0,
  "relative_energy_ev": 5.664,
  "smiles": "C=NN(C)/C=C\\C(=O)O",
  "gap_ha": 0.3422,
  "symbols": ["C", "N", "N", "C", "C", "C", "C", "O", "O", "H", "H", "H", "H", "H", "H", "H", "H"],
  "xyz": [[-0.848, -2.254, 0.518], [-0.003, -1.294, 0.458], [-0.430, -0.200, -0.354], [-1.629, -0.147, -1.198], [0.198, 1.092, -0.609], [1.089, 1.592, 0.065], [2.119, 1.245, 1.168], [3.192, 1.894, 1.217], [1.794, 0.257, 2.147], [-1.697, -2.304, -0.007], [-0.215, -3.073, 1.057], [-1.586, -1.024, -2.004], [-1.713, 0.921, -1.689], [-2.661, -0.333, -0.845], [-0.277, 1.548, -1.384], [1.293, 2.636, -0.194], [1.373, -0.557, 1.653]],
  "atomic_forces_ev_per_a": [[6.5, -1.3, 3.0], [-1.5, 3.0, -2.1], [-0.8, 1.4, -1.0], [-1.2, -1.7, -2.6], [-3.8, -7.1, 0.4], [7.5, 5.0, 4.8], [1.8, 0.3, 0.7], [-4.1, -2.4, 0.1], [0.2, -0.1, -3.0], [-3.3, -0.5, -1.6], [-2.4, 0.8, -0.9], [0.2, 1.9, 1.0], [0.0, -2.8, 0.7], [0.7, 0.2, 1.1], [-0.6, 1.5, -1.7], [0.3, -0.3, -0.2], [0.5, 2.1, 1.0]],
  "mulliken_charge": [-0.53, -0.52, 0.39, -0.99, 0.31, -0.65, 0.40, -0.51, -0.49, 0.42, 0.24, 0.37, 0.20, 0.37, 0.26, 0.25, 0.48]
}


Entry 4:
{
  "formula": "C7H18B3O7",
  "method": "ωB97M-V with the def2-TZVPD basis set",
  "total_charge": -1,
  "gap_ha": 0.2871,
  "symbols": ["O", "C", "O", "B", "O", "B", "O", "B", "O", "H", "H", "C", "C", "C", "O", "H", "H", "H", "H", "H", "H", "H", "H", "C", "C", "C", "O", "H", "H", "H", "H", "H", "H", "H", "H"],
  "xyz": [[2.582, -1.694, 0.390], [2.194, -0.567, 0.013], [2.041, 0.480, 0.698], [1.869, -0.521, -1.549], [2.237, 0.540, -2.389], [3.037, 0.110, -3.416], [2.727, -1.078, -4.057], [2.067, -2.032, -3.295], [1.317, -1.627, -2.227], [4.016, 0.724, -3.709], [2.164, -3.187, -3.568], [-2.617, -1.249, -0.583], [-1.922, -2.303, 0.266], [-0.758, -1.717, 1.039], [-1.468, -3.383, -0.552], [-1.911, -0.826, -1.303], [-3.448, -1.687, -1.139], [-2.998, -0.434, 0.034], [-2.649, -2.751, 0.949], [-0.028, -1.287, 0.362], [-0.275, -2.496, 1.627], [-1.033, -0.908, 1.712], [-0.774, -3.033, -1.126], [0.336, 3.261, 2.518], [-0.631, 2.911, 1.396], [-1.671, 1.889, 1.850], [0.089, 2.463, 0.259], [0.892, 2.369, 2.817], [1.057, 4.003, 2.176], [-0.191, 3.656, 3.391], [-1.151, 3.817, 1.065], [-1.147, 0.976, 2.129], [-2.355, 1.654, 1.035], [-2.250, 2.240, 2.708], [0.651, 1.687, 0.482]],
  "atomic_forces_ev_per_a": [[0.2, 0.2, 0.0], [-0.3, 0.0, 0.1], [-0.2, 0.0, 0.1], [-0.8, 0.4, -0.3], [1.0, -0.4, 0.4], [-0.5, 0.4, -0.2], [0.8, -0.4, 0.3], [-0.6, 0.2, -0.3], [0.6, -0.3, 0.4], [-0.1, 0.1, -0.3], [-0.1, 0.0, -0.2], [-0.1, -0.1, -0.1], [0.1, 0.2, -0.1], [0.0, -0.2, 0.2], [-0.1, 0.0, -0.1], [0.0, 0.0, 0.0], [0.0, 0.0, 0.0], [0.0, 0.0, 0.0], [0.0, 0.0, 0.0], [0.1, -0.1, -0.1], [0.2, 0.0, -0.1], [-0.3, -0.1, 0.0], [0.1, 0.0, 0.1], [0.0, 0.0, 0.1], [0.2, -0.1, -0.2], [0.2, 0.0, -0.1], [-0.4, 0.0, 0.0], [0.0, 0.0, 0.0], [0.0, 0.0, 0.0], [0.0, 0.0, 0.0], [0.0, 0.0, 0.0], [-0.1, 0.0, 0.1], [0.0, 0.0, 0.0], [0.0, 0.1, 0.0], [0.3, 0.1, 0.0]],
  "mulliken_charge": [-0.70, 0.38, -0.85, 0.58, -0.45, 0.55, -0.58, 0.41, -0.10, -0.15, -0.16, -1.00, 0.27, -0.34, -0.59, 0.15, 0.36, 0.24, 0.35, -0.30, 0.32, 0.15, 0.35, -1.31, 0.40, -0.82, -0.48, 0.29, 0.33, 0.41, 0.34, -0.01, 0.17, 0.44, 0.33]
}


Entry 5:
{
  "formula": "C3H10N2",
  "method": "ωB97M-V with the def2-TZVPD basis set",
  "total_charge": 0,
  "relative_energy_ev": 0.657,
  "smiles": "[H]/N=C\\N.CC",
  "gap_ha": 0.3900,
  "symbols": ["H", "N", "C", "N", "H", "H", "H", "C", "C", "H", "H", "H", "H", "H", "H"],
  "xyz": [[-3.866, -1.630, 0.867], [-3.119, -1.368, 1.499], [-2.987, -0.101, 1.500], [-3.766, 0.805, 0.801], [-2.240, 0.298, 2.178], [-3.287, 1.500, 0.244], [-4.524, 0.406, 0.263], [4.974, 0.274, -2.143], [3.899, 0.160, -1.047], [6.018, 0.158, -1.856], [4.843, -0.462, -2.940], [4.826, 1.259, -2.587], [3.430, -0.815, -0.924], [3.147, 0.931, -1.175], [4.364, 0.327, -0.068]],
  "atomic_forces_ev_per_a": [[-0.2, -0.3, -0.3], [0.1, 0.5, 0.4], [-0.1, -1.0, -0.1], [-0.2, 0.5, -0.3], [0.1, 0.4, -0.2], [0.1, 0.1, 0.4], [0.2, -0.2, 0.1], [-0.6, -0.1, -0.6], [0.9, -0.1, 0.9], [-0.1, 0.1, 0.5], [-0.2, 0.1, 0.0], [0.5, 0.0, -0.2], [-0.1, -0.1, -0.4], [-0.2, -0.1, 0.0], [-0.1, 0.2, -0.1]],
  "mulliken_charge": [0.20, -0.55, 0.05, -0.48, 0.33, 0.22, 0.23, -0.76, -0.78, 0.28, 0.24, 0.24, 0.28, 0.26, 0.24]
}


Number 1: energy -1730.9108 hartree, M 561.79 g mol⁻¹. Number 2: energy -360.5303 hartree, M 99.09 g mol⁻¹. Number 3: energy -455.1503 hartree, M 128.13 g mol⁻¹. Number 4: energy -879.0903 hartree, M 246.65 g mol⁻¹. Number 5: energy -229.7851 hartree, M 74.13 g mol⁻¹.